# 1
Entry from OMol25: C41H42Br3N6O4PSYb as an isolated structure at a distorted geometry (wB97M-V/def2-TZVPD).

Summary:
E_HOMO (alpha / beta), Ha: -0.37551 / -0.37547
Spin multiplicity: 2
Molecular weight, g/mol: 1158.62
LUMO level (alpha / beta), eV: -3.220 / -3.220
Calculated total energy, eV: -322107.876
Net charge: +1
HOMO-LUMO gap (alpha / beta), eV: 6.998 / 6.997

XYZ file:
```
99
Properties=species:S:1:pos:R:3:lowdin_spin:R:1
Yb 0.333 0.536 -0.025 0.994
Br -5.184 -2.731 -3.380 0.000
Br -4.004 4.953 -3.557 0.000
Br -1.873 6.531 5.841 0.000
S 2.517 2.288 -4.640 0.000
P 2.678 1.882 1.181 -0.001
O 0.378 -2.808 2.776 0.000
O -0.418 1.119 1.649 0.004
O -3.177 2.513 0.491 0.000
O 2.642 -2.618 1.039 0.001
N 0.591 -1.513 0.878 0.000
N -1.080 1.967 -1.523 0.000
N 0.969 -1.292 -1.747 0.000
N -1.745 -0.586 -1.102 0.000
N 1.849 1.543 -2.284 0.000
N -1.433 0.129 1.726 0.001
C -0.865 3.282 -1.495 0.000
C 3.050 1.425 2.959 0.000
C -1.877 -1.426 3.521 0.000
C -2.039 -1.860 -0.858 0.000
C -2.929 5.461 3.429 0.000
C 3.334 4.520 2.197 0.000
C 1.566 2.401 -3.225 0.000
C -3.065 2.384 -2.777 0.000
C -2.478 0.075 -2.005 0.000
C 1.715 -2.194 -1.096 0.000
C -3.493 -0.542 -2.728 0.000
C -2.812 3.743 -2.748 0.000
C -3.790 -1.865 -2.452 0.000
C 0.952 3.993 1.718 0.000
C 5.427 2.641 0.395 0.000
C 4.488 1.592 3.447 0.000
C -2.825 2.191 1.602 0.000
C 4.240 1.707 0.165 0.000
C 2.421 -3.197 -1.743 0.000
C -2.805 0.697 1.961 0.000
C -3.121 4.471 2.483 0.000
C -1.734 2.964 3.751 0.000
C -2.184 1.523 -2.138 0.000
C 0.063 -1.851 2.106 0.000
C 0.866 -1.412 -3.071 0.000
C -2.138 5.188 4.535 0.000
C -2.540 3.212 2.639 0.000
C 2.553 0.010 3.257 0.000
C -1.689 4.214 -2.088 0.000
C 1.716 -2.140 0.422 0.000
C -1.116 -1.005 2.498 0.000
C 2.334 -3.287 -3.122 0.000
C -2.938 -0.600 4.039 0.000
C -1.529 3.952 4.697 0.000
C -3.066 -2.543 -1.486 0.000
C -3.344 0.457 3.344 0.000
C 1.521 -2.387 -3.798 0.000
C 4.686 0.239 0.187 0.000
C 3.379 0.992 -3.930 0.000
C 2.399 3.733 1.278 0.000
C 2.892 0.737 -2.692 0.000
H -3.287 -3.569 -1.233 0.000
H 6.228 2.352 -0.290 0.000
H 2.525 4.088 0.247 0.000
H 3.276 -0.027 -2.036 0.000
H 5.304 0.014 -0.686 0.000
H 4.379 4.435 1.914 0.000
H 0.694 5.048 1.594 0.000
H -3.743 4.655 1.616 0.000
H -0.908 3.767 5.562 0.000
H 0.228 -0.684 -3.564 0.000
H -3.394 6.431 3.321 0.000
H 4.505 1.404 4.522 0.000
H 5.155 0.867 2.983 0.000
H 4.184 0.501 -4.450 0.000
H 3.013 -3.880 -1.151 0.000
H 2.720 -0.227 4.310 0.000
H 2.415 2.114 3.527 0.000
H 3.841 -0.453 0.199 0.000
H 0.830 3.750 2.774 0.000
H 3.223 4.197 3.232 0.000
H 0.231 3.391 1.166 0.000
H 0.018 3.612 -0.956 0.000
H -3.343 -0.825 5.017 0.000
H -1.420 -2.360 -0.125 0.000
H -1.631 -2.366 3.994 0.000
H 3.063 5.577 2.154 0.000
H -3.963 2.018 -3.250 0.000
H 2.882 -4.050 -3.660 0.000
H -1.233 2.013 3.857 0.000
H 5.287 0.025 1.070 0.000
H -4.047 -0.022 -3.494 0.000
H 3.871 1.937 -0.836 0.000
H 5.824 2.580 1.406 0.000
H 0.803 3.158 -3.152 0.000
H -1.477 5.272 -2.026 0.000
H 4.882 2.593 3.281 0.000
H 3.068 -0.750 2.669 0.000
H 1.485 -0.062 3.067 0.000
H 1.401 -2.435 -4.872 0.000
H -3.476 0.217 1.234 0.000
H 5.170 3.676 0.171 0.000
H -4.084 1.151 3.721 0.000
```

# 2
Entry from OMol25: C41H42CoP2 as an isolated structure at a distorted geometry (wB97M-V/def2-TZVPD).

Summary:
E_HOMO (alpha / beta), Ha: -0.19398 / -0.26037
Spin multiplicity: 4
Molecular weight, g/mol: 655.67
LUMO level (alpha / beta), eV: 0.191 / 0.172
Calculated total energy, eV: -99394.000
HOMO-LUMO gap (alpha / beta), eV: 5.469 / 7.258

XYZ file:
```
86
Properties=species:S:1:pos:R:3:lowdin_spin:R:1
Co 1.055 -0.797 -0.197 2.110
P 1.561 0.593 -1.801 0.047
P -0.006 -1.801 -1.886 0.043
C -2.895 -3.813 0.250 -0.002
C -0.896 -4.504 -5.622 0.001
C -1.269 -2.327 -0.685 -0.002
C -1.144 -1.648 0.526 0.044
C 0.363 -4.024 -3.592 0.003
C 1.039 3.232 -0.978 0.003
C -2.344 1.931 1.913 0.000
C 2.910 2.012 -3.935 0.002
C 2.287 0.811 -3.552 0.010
C -3.423 1.104 2.688 0.000
C 1.440 4.493 -0.530 0.000
C 1.963 2.190 -1.020 0.004
C -2.978 0.149 3.771 0.000
C 2.741 4.683 -0.052 0.003
C -1.356 2.767 4.089 0.000
C -2.516 2.786 5.021 0.000
C 3.259 2.357 -0.504 0.003
C 1.629 0.471 2.636 0.034
C -2.640 0.255 5.079 0.000
C 1.085 -0.305 4.873 0.006
C 2.390 0.091 -5.888 0.000
C 0.076 -4.860 -4.674 0.000
C -2.170 -3.393 -0.876 0.003
C -0.151 0.852 -2.300 0.015
C 0.617 -1.491 4.315 0.004
C -1.276 -2.439 -4.393 0.005
C -2.407 1.522 5.867 0.000
C -0.316 -2.801 -3.430 0.024
C 3.306 2.230 -5.261 0.000
C -1.573 -3.285 -5.468 0.001
C 0.723 -1.734 2.940 0.020
C 2.028 -0.141 -4.559 0.002
C -1.811 -2.153 1.650 0.004
C -2.678 -3.257 1.513 0.005
C 1.680 0.636 4.040 0.008
C 3.643 3.613 -0.025 0.000
C -0.895 -0.285 -2.245 0.010
C -1.357 2.668 2.751 0.000
C 2.654 -1.698 0.477 0.293
C 3.081 1.257 -6.241 0.001
C 1.123 -0.692 2.096 0.199
H 1.116 -4.336 -2.866 0.001
H -2.338 -2.992 -6.186 0.000
H 2.027 1.248 1.975 0.003
H -2.916 2.667 1.318 0.000
H 2.141 1.530 4.461 0.001
H 0.022 3.065 -1.332 0.000
H -3.033 1.594 6.746 0.000
H -1.878 1.289 1.147 0.000
H 0.122 -2.228 4.938 0.001
H 0.602 -5.806 -4.811 0.000
H -3.437 2.756 4.464 0.000
H -2.328 -3.836 -1.877 0.000
H 3.425 1.411 -7.264 0.000
H -3.664 -4.589 0.103 0.000
H 2.824 -2.268 -0.447 0.034
H -0.759 3.429 2.184 0.000
H -1.129 -5.148 -6.473 0.000
H 3.798 3.169 -5.532 0.000
H -3.166 -3.629 2.429 0.001
H -1.956 -0.411 -2.456 0.000
H 1.488 -1.061 -4.311 0.000
H -0.417 1.764 -2.825 0.001
H -2.552 -0.662 5.667 0.000
H -1.797 -1.487 -4.310 0.001
H 2.387 -2.386 1.304 0.014
H 3.575 -1.178 0.820 0.019
H -1.381 1.458 6.268 0.000
H 3.029 5.670 0.306 0.000
H -3.082 -0.884 3.423 0.000
H 2.145 -0.642 -6.661 0.000
H 0.967 -0.105 5.943 0.000
H 4.651 3.767 0.360 0.000
H 0.718 5.306 -0.570 0.000
H 3.964 1.522 -0.508 0.001
H -4.180 1.802 3.097 0.000
H -0.584 -0.651 0.594 0.015
H -2.518 3.683 5.656 0.000
H 3.043 2.818 -3.209 0.000
H -3.931 0.510 1.907 0.000
H 0.455 -2.721 2.552 0.002
H -0.396 2.992 4.595 0.000
H -1.607 -1.684 2.600 0.000
```

# 3
Entry from OMol25: C41H43BKN15OS2 as an isolated structure (wB97M-V/def2-TZVPD).

Summary:
E_HOMO (alpha / beta), Ha: -0.11273 / -0.18536
Spin multiplicity: 2
Molecular weight, g/mol: 875.94
LUMO level (alpha / beta), eV: 1.336 / 1.336
Calculated total energy, eV: -106290.187
Net charge: -1
HOMO-LUMO gap (alpha / beta), eV: 4.404 / 6.380

XYZ file:
```
104
Properties=species:S:1:pos:R:3:lowdin_spin:R:1
K -0.025 -0.202 0.430 0.003
S 0.676 0.503 -3.030 0.000
S -1.048 1.355 -3.819 0.000
O -5.467 2.335 -0.370 0.000
N -1.657 0.049 -7.423 0.000
N 5.493 1.549 0.744 0.000
N 2.249 -1.240 -0.407 0.000
N 4.639 0.703 1.368 0.000
N -2.268 -1.361 -0.495 0.082
N -1.273 2.318 -0.597 0.000
N -2.222 -0.209 1.937 0.303
N 2.220 -1.923 -5.658 0.000
N 2.542 2.150 1.013 0.000
N 1.295 2.400 1.496 0.000
N 2.896 -0.057 -0.259 0.000
N 1.564 -1.041 2.239 0.000
N -3.154 -1.125 1.723 0.223
N -5.279 4.254 0.820 0.000
N 2.443 -0.008 2.308 0.000
C -1.564 4.385 -1.752 0.000
C 1.241 -1.355 3.480 0.001
C -0.952 1.555 4.881 -0.001
C -0.161 4.350 1.855 0.000
C 1.484 -1.174 -5.190 0.000
C -1.775 1.091 5.905 0.070
C -6.538 3.566 2.837 0.000
C 2.199 4.310 0.732 0.000
C -1.120 1.109 3.584 0.054
C -3.220 -1.596 0.445 0.045
C -0.794 3.307 -1.352 0.000
C -4.445 -3.000 -1.091 0.019
C -4.334 -2.426 0.144 0.040
C -2.767 0.163 5.601 -0.003
C -0.541 0.317 -5.117 0.000
C -2.548 2.362 -0.226 0.002
C 1.090 3.699 1.349 0.000
C -3.452 -2.763 -2.055 0.072
C -2.126 0.178 3.267 0.014
C 2.653 0.330 3.603 0.000
C 1.912 -0.511 4.392 0.001
C -5.030 6.704 0.431 0.000
C 3.319 -0.737 -2.322 0.000
C 0.271 -2.461 3.753 0.000
C 3.098 3.285 0.539 0.000
C -4.813 3.313 -0.055 0.000
C 3.549 0.261 -1.395 0.000
C 7.916 1.897 0.576 0.000
C 6.664 0.052 1.945 0.000
C -6.606 4.052 1.396 0.000
C -2.884 4.447 -1.331 0.000
C 1.941 -2.972 -2.102 0.000
C 0.580 -0.238 -4.610 0.000
C -2.410 -1.940 -1.692 0.001
C -2.947 -0.296 4.306 0.060
C 5.321 -0.213 2.086 0.000
C 2.490 -1.658 -1.638 0.000
C -3.393 3.423 -0.548 0.000
C 6.713 1.168 1.089 0.000
C -4.576 5.468 1.203 0.000
C -1.161 0.167 -6.392 0.000
B 3.107 0.701 1.113 0.000
H 4.149 1.155 -1.456 0.000
H -0.714 -2.222 3.348 0.001
H 3.308 1.146 3.864 0.000
H 4.808 -0.988 2.631 0.000
H -6.016 4.272 3.486 0.000
H -7.546 3.432 3.235 0.000
H 2.512 -3.795 -1.668 0.000
H 8.823 1.509 1.039 0.000
H 0.904 -3.091 -1.783 0.000
H -4.384 7.554 0.656 0.000
H -7.169 4.986 1.323 0.000
H -1.137 5.166 -2.368 0.000
H 7.489 -0.481 2.388 0.000
H -5.007 6.526 -0.644 0.000
H -1.621 -1.725 -2.413 -0.002
H 2.331 5.352 0.488 0.000
H -7.108 3.309 0.783 0.000
H 7.849 2.963 0.793 0.000
H 0.607 -3.391 3.293 0.000
H -0.154 2.257 5.101 -0.002
H -6.019 2.608 2.888 0.000
H 4.097 3.281 0.138 0.000
H 8.013 1.784 -0.505 0.000
H -4.757 5.629 2.268 0.000
H -0.115 5.428 1.691 0.000
H -2.900 1.532 0.381 0.001
H -3.409 -0.211 6.392 -0.002
H -5.078 -2.571 0.915 0.001
H -0.289 4.168 2.923 0.000
H -3.505 5.313 1.095 0.000
H -1.645 1.445 6.921 0.005
H 1.845 -0.512 5.468 0.000
H 0.163 -2.618 4.826 0.000
H -0.465 1.466 2.793 0.002
H 3.719 -0.813 -3.321 0.000
H 1.992 -3.064 -3.185 0.000
H -3.712 -1.021 4.068 0.006
H -3.507 5.275 -1.639 0.000
H -1.049 3.961 1.357 0.000
H -3.494 -3.203 -3.042 0.005
H 0.259 3.251 -1.612 0.000
H -5.295 -3.632 -1.324 0.000
H -6.052 6.981 0.695 0.000
```

For each record above, in turn, the calculated ΔE to the lowest compared entry with this formula, charge and spin values are 110.65; 94.39; 33.72 kcal per mole.